# C18H53NO15

A 8-piece molecular cluster, C18H53NO15 overall in a non-equilibrium geometry (ωB97M-V with the def2-TZVPD basis set, the Open Molecules 2025 dataset).

```
87
Properties=species:S:1:pos:R:3:forces:R:3
C 16.77245 -5.56917 28.20554 -0.269 -0.132 0.846
O 15.39266 -5.70679 27.88725 0.369 0.254 -0.193
C 14.78491 -4.56541 27.33314 -0.315 0.941 0.372
C 14.49336 -4.70645 25.85436 0.038 -0.352 -1.404
C 15.78283 -4.65803 25.01304 -0.162 -0.648 0.237
N 13.62773 -3.61493 25.41807 0.112 0.761 0.889
H 17.11602 -6.59832 28.29116 0.568 0.118 -0.286
H 16.92584 -5.11378 29.18972 -0.281 0.043 0.109
H 17.33771 -4.94049 27.52140 -0.093 -0.456 -0.414
H 13.86870 -4.34184 27.89108 -0.257 -0.410 -0.156
H 15.35954 -3.64558 27.50701 0.416 -0.172 -0.089
H 13.98674 -5.66735 25.70832 0.140 -0.141 0.087
H 16.39630 -5.54243 25.21051 0.270 0.272 0.387
H 16.27412 -3.71652 25.24654 0.298 -0.107 -0.042
H 15.65340 -4.71008 23.93047 -0.573 0.229 0.054
H 13.06062 -3.32171 26.20492 -0.584 -0.336 -0.242
H 13.02726 -3.79027 24.62835 0.064 -0.248 -0.025
O 17.97920 -4.22516 31.59925 -1.000 -0.284 1.078
C 18.72219 -3.54576 32.63321 1.303 -0.767 -2.159
C 19.30308 -4.50469 33.64837 -0.799 -0.073 0.360
O 20.27143 -5.39936 33.14064 -0.315 0.269 -0.369
H 18.43170 -4.13762 30.75217 0.219 0.037 -0.010
H 19.59617 -3.21695 32.05311 0.039 0.979 0.631
H 18.13478 -2.73467 33.05584 0.051 0.020 0.145
H 18.44817 -5.04098 34.08292 0.185 -0.151 0.219
H 19.79078 -3.91636 34.42618 -0.032 -0.049 0.103
H 19.91287 -5.82168 32.33899 0.119 0.010 0.146
O 14.96772 -8.52099 28.51586 -0.332 -0.245 0.774
C 16.03434 -9.32728 28.08431 0.252 0.354 -0.580
C 17.08354 -9.70645 29.14334 -0.696 -1.035 -0.273
O 17.85540 -10.77446 28.58508 0.426 0.397 -0.807
H 15.18724 -7.58156 28.53193 0.049 -0.059 -0.221
H 15.60797 -10.24168 27.67222 -0.013 -0.080 0.169
H 16.50982 -8.80900 27.24225 0.365 -0.238 -0.001
H 16.59184 -10.18296 29.99383 -0.268 0.900 0.349
H 17.69148 -8.83454 29.39394 0.076 -0.084 0.316
H 18.21921 -11.33598 29.26896 -0.036 0.104 0.228
O 14.14262 -1.04825 26.77682 0.131 0.019 0.546
C 13.13392 -0.54098 27.63852 -0.703 -0.268 -1.500
C 12.48750 -1.59039 28.50177 -0.340 1.066 1.766
O 11.77824 -2.58420 27.77563 0.275 0.133 -0.019
H 13.71727 -1.70041 26.18990 0.544 0.223 -0.107
H 13.48257 0.30859 28.22373 0.427 -0.289 0.159
H 12.35931 -0.12800 26.97394 -0.191 0.062 0.279
H 11.78123 -1.05127 29.15424 -0.131 0.093 -0.296
H 13.17279 -1.98212 29.26793 0.320 -0.515 -0.636
H 11.01636 -2.80017 28.31888 -0.044 -0.285 -0.133
O 19.74419 -2.35975 26.56171 -0.162 0.894 -0.468
C 18.30112 -2.36928 26.55813 0.378 -0.570 0.010
C 17.83651 -1.44275 27.66804 0.977 -1.191 0.948
O 18.25496 -0.11163 27.48693 -0.375 0.234 -0.228
H 20.04186 -3.23926 26.32668 0.021 -0.023 -0.141
H 17.76447 -2.08478 25.64419 0.824 0.211 -0.417
H 18.13137 -3.44177 26.67809 -1.140 0.347 0.561
H 18.42381 -1.77795 28.53056 -0.264 0.133 0.198
H 16.79276 -1.60494 27.94405 -0.194 0.378 -0.378
H 17.57598 0.40967 27.04743 -0.072 -0.170 -0.077
O 14.40133 -5.41218 32.00788 0.057 0.938 0.143
C 13.61739 -4.81291 30.98731 -1.309 -1.376 -0.901
C 12.28803 -5.57853 31.00581 1.562 -1.486 1.223
O 11.60941 -5.51634 32.27283 -0.033 1.050 -0.703
H 15.24056 -4.94019 32.07499 0.071 -0.108 0.012
H 13.41993 -3.73914 31.01833 0.530 0.132 0.472
H 13.98811 -5.12543 30.00497 0.495 0.548 -0.060
H 12.63066 -6.62418 31.02177 -0.071 0.001 -0.917
H 11.74588 -5.40758 30.07828 -0.752 0.328 0.520
H 12.36616 -5.56175 32.87793 -0.364 -0.027 0.163
O 20.09762 -6.69184 30.58491 -0.385 0.745 0.477
C 20.89928 -6.04071 29.57829 -1.338 -0.552 0.454
C 20.83979 -4.53477 29.71282 1.302 -0.575 -0.507
O 19.59490 -3.96341 29.35801 -0.289 -0.267 0.667
H 20.26383 -7.63519 30.62450 0.206 -0.048 -0.229
H 21.92716 -6.33972 29.78348 0.173 0.022 -0.778
H 20.42725 -6.35848 28.64429 0.844 0.049 -0.416
H 21.56142 -4.14779 28.98618 0.277 -0.105 0.119
H 21.25858 -4.35096 30.71010 -0.703 0.644 0.153
H 19.72706 -3.01473 29.25174 0.028 0.007 -0.191
O 10.68343 -2.33608 24.71609 -0.409 -0.490 0.081
C 10.09180 -3.64835 24.65534 0.583 0.233 0.664
C 10.21061 -4.13153 23.24944 -1.533 -2.195 -1.346
O 9.68575 -5.50796 23.11687 0.200 0.425 1.024
H 10.27005 -1.95648 25.49716 0.393 0.377 0.005
H 10.61408 -4.32500 25.34200 0.065 -0.059 -0.079
H 9.06261 -3.57828 25.01201 -0.172 -0.255 -0.405
H 11.22336 -4.25838 22.86356 0.126 1.110 0.173
H 9.49470 -3.61641 22.60344 0.867 0.956 -0.040
H 9.61290 -5.65821 22.17330 -0.037 -0.120 -0.076
```
Positions in Å, forces in eV/Å.

Properties
HOMO level = -9.4 eV
F_max = 0.058 Eh/bohr
E = -51722.324 eV
E_LUMO = 0.009 Eh
energy relative to the best compared isomer or geometry (same formula, charge and spin) = 2.488 eV
SMILES = COC[C@H](C)N.OCCO.OCCO.OCCO.OCCO.OCCO.OCCO.OCCO